The following is a DFT calculation (ωB97M-V/def2-TZVPD) of C4H11ClF5OSc2Te as an isolated structure.

Element x y z (Å)
1 Sc -1.49627 1.50511 1.39208
2 Cl -0.29319 2.35713 -0.77279
3 C -1.69873 -0.45375 -0.31290
4 H -2.33518 -0.33007 0.59446
5 H -1.38812 -1.50874 -0.32653
6 H -2.26746 -0.26370 -1.22604
7 Sc 0.36797 -0.09586 -1.12095
8 C 2.15652 0.78612 -2.11980
9 C -0.83866 -0.06823 -3.15913
10 C 0.99980 -2.19951 -1.00596
11 H -1.11686 -1.10173 -3.43481
12 H -1.73747 0.53721 -3.32873
13 H -0.12483 0.28838 -3.91271
14 H 2.85363 -0.06263 -2.07459
15 H 1.83898 0.92249 -3.14950
16 H 2.62997 1.70422 -1.76770
17 H 0.49226 -3.16264 -1.24427
18 H 1.98984 -2.44188 -0.57914
19 F -2.11231 0.16409 2.62344
20 Te 1.13146 0.27208 2.97853
21 F 0.97972 -0.31512 1.04262
22 F 2.35690 -1.27292 2.95864
23 F -2.65227 3.00127 1.58038
24 F 2.70037 1.29628 2.94910
25 O 0.20583 1.82088 2.39702

Forces on the atoms, in the same order (eV/Å):
Sc -0.250 0.730 -0.590
Cl 0.022 0.258 0.229
C -0.553 0.147 1.106
H -0.072 -0.721 -0.770
H -0.262 0.025 0.248
H -0.012 0.204 0.229
Sc -1.890 -0.479 0.498
C 2.223 0.614 -1.455
C 0.228 -0.099 -1.491
C 0.233 -0.730 -0.347
H 0.292 0.116 0.385
H 0.138 0.123 0.657
H 0.069 -0.149 0.013
H -0.359 -0.031 0.289
H -0.278 -0.010 0.009
H -0.413 -0.111 0.384
H 0.241 0.545 0.115
H -0.193 -0.042 -0.052
F 0.279 0.102 0.101
Te -0.735 0.723 -1.036
F 0.286 0.539 1.369
F 0.039 0.302 -0.211
F 0.243 -0.560 -0.059
F -0.003 -0.282 0.030
O 0.726 -1.214 0.347

As for the lowest unoccupied orbital energy (spin up / spin down): 0.0671 / 0.0000 Eh. The spin multiplicity is 1. As for the net charge: -1.

---

The following is a DFT calculation (ωB97M-V/def2-TZVPD) of C4H11ClInO2S as an isolated structure.

Element x y z (Å)
1 Cl 4.21476 -0.55056 3.29753
2 In 1.74438 -0.32576 3.38678
3 H 1.12863 -1.88497 3.91816
4 H 1.23265 0.00409 1.74669
5 H 1.41893 0.99553 4.48420
6 C 0.35120 -0.65132 -1.42937
7 C -1.09542 -1.11619 -1.19736
8 C -1.79128 -0.02816 -0.37126
9 S -0.95743 1.52277 -0.77404
10 O -0.27593 1.96687 0.39820
11 O -1.84709 2.38860 -1.51036
12 C 0.26227 0.80425 -1.87743
13 H 0.85875 -1.26295 -2.17382
14 H 0.91418 -0.71128 -0.49580
15 H -1.60275 -1.23850 -2.15694
16 H -1.13021 -2.07364 -0.68156
17 H -2.84719 0.08326 -0.60147
18 H -1.65305 -0.18085 0.69675
19 H 1.18986 1.35888 -1.76353
20 H -0.11526 0.89995 -2.89536

Forces on the atoms, in the same order (eV/Å):
Cl 0.060 -0.026 -0.016
In -0.184 -0.028 0.019
H 0.040 -0.068 0.068
H 0.059 -0.064 -0.155
H 0.045 0.021 0.058
C -0.037 0.008 0.071
C 0.070 0.121 -0.004
C -0.035 -0.118 -0.099
S -0.017 -0.677 -0.340
O 0.065 0.648 0.394
O -0.050 0.135 -0.007
C -0.030 -0.134 -0.073
H 0.006 -0.021 -0.023
H -0.006 0.022 0.032
H -0.015 0.028 -0.029
H 0.016 -0.025 0.030
H -0.034 0.043 0.002
H 0.086 0.061 0.030
H -0.014 0.066 0.056
H -0.026 0.012 -0.015

As for the lowest unoccupied orbital energy: 0.0998 Eh. The spin multiplicity is 1. As for the net charge: -1.

---

For reference, largest force on an atom by record: 2.73; 0.76 eV/A.
For reference, E_tot by record: -81181.977; -36953.636 eV.
For reference, energy above the lowest of the compared OMol25 structures with the same formula, charge and spin by record: 0.1; 0.0 kcal/mol.